--- 1 ---
{"formula": "C6H13NO3", "method": "ωB97M-V/def2-TZVPD", "total_charge": 0, "e_lumo_ev": 0.765, "homo_energy_ha": -0.369, "species": ["C", "O", "C", "C", "O", "C", "C", "C", "N", "H", "H", "H", "H", "H", "H", "H", "H", "H", "H", "H", "O", "H", "H"], "coordinates": [[0.47379, 0.03959, 3.64851], [0.92910, -0.05742, 2.32232], [-0.07486, 0.16203, 1.36461], [0.57337, 0.00954, -0.00365], [1.36339, -1.16180, -0.03778], [-0.45345, -0.09329, -1.13189], [-1.34767, 1.14843, -1.25987], [0.24388, -0.33085, -2.44197], [0.97409, 0.39479, -3.15797], [-0.30043, -0.71840, 3.85856], [1.33184, -0.13026, 4.30915], [0.05383, 1.03974, 3.85154], [-0.89177, -0.57480, 1.48777], [-0.49758, 1.17488, 1.47995], [1.20887, 0.89422, -0.18352], [1.81048, -1.23620, 0.81220], [-1.08294, -0.97372, -0.92300], [-2.10030, 1.17086, -0.46207], [-0.74682, 2.06668, -1.20431], [-1.87748, 1.14447, -2.22154], [-0.10918, -1.52819, -3.29817], [-0.48624, -2.18991, -2.70739], [1.00609, -0.25041, -4.10148]], "nbo_charge": [-0.2445, -0.5533, -0.0826, 0.0954, -0.7208, -0.3182, -0.5976, 0.5616, -0.6514, 0.1686, 0.1990, 0.1690, 0.1633, 0.1759, 0.1762, 0.4905, 0.2180, 0.2098, 0.2231, 0.2304, -0.7579, 0.4683, 0.3772]}



--- 2 ---
{"formula": "C6H13NO3", "method": "ωB97M-V/def2-TZVPD", "total_charge": 0, "e_lumo_ev": 0.580, "homo_energy_ha": -0.392, "species": ["C", "C", "O", "C", "C", "O", "C", "C", "N", "H", "H", "H", "H", "H", "H", "H", "H", "H", "H", "H", "O", "H", "H"], "coordinates": [[-2.67770, -1.25300, 0.05484], [-1.93183, -0.03370, -0.45824], [-2.66386, 1.16946, -0.20227], [-0.51292, 0.05289, 0.10533], [0.29599, 1.20730, -0.47680], [-0.23661, 2.46204, -0.08424], [1.76109, 1.19899, -0.02052], [2.52690, 0.05760, -0.53209], [3.05418, -0.79061, -1.13243], [-3.68863, -1.29511, -0.37168], [-2.14254, -2.17047, -0.22494], [-2.75578, -1.22561, 1.15255], [-1.86623, -0.08434, -1.55593], [-2.95649, 1.17232, 0.71578], [-0.55305, 0.15594, 1.20262], [0.00195, -0.89369, -0.11633], [0.27810, 1.13864, -1.57857], [-1.19627, 2.40591, -0.23101], [2.25137, 2.11960, -0.36778], [1.81383, 1.18889, 1.07874], [4.03762, -2.23927, 1.26079], [3.11757, -2.07456, 1.52718], [4.04332, -2.26924, 0.25498]], "nbo_charge": [-0.6334, 0.0969, -0.7340, -0.4577, 0.1189, -0.7345, -0.5291, 0.3157, -0.3650, 0.2256, 0.2231, 0.2023, 0.1822, 0.4723, 0.2054, 0.2246, 0.1668, 0.4986, 0.2707, 0.2510, -0.9550, 0.4622, 0.4923]}



The calculated energies rank the structures as follows, beginning with the most stable: 2, 1.



--- 1 ---
{"formula": "C21H43Cl2N9SScSe", "method": "ωB97M-V/def2-TZVPD", "total_charge": 1, "e_lumo_ev": -1.778, "homo_energy_ha": -0.351, "species": ["Sc", "Cl", "C", "Cl", "H", "H", "C", "N", "C", "N", "C", "N", "C", "N", "C", "C", "H", "H", "H", "H", "H", "H", "H", "H", "H", "H", "H", "H", "C", "C", "C", "C", "N", "H", "H", "H", "H", "H", "H", "H", "H", "H", "C", "C", "N", "C", "S", "N", "C", "C", "H", "H", "H", "H", "H", "H", "H", "H", "H", "H", "H", "H", "C", "N", "C", "C", "N", "C", "C", "Se", "H", "H", "H", "H", "H", "H", "H", "H"], "coordinates": [[0.04087, 1.08178, 0.39568], [1.19836, 3.21675, 1.40972], [0.55179, 2.94900, 3.04877], [-0.49844, 1.51436, 3.03101], [-0.03946, 3.80870, 3.33156], [1.37865, 2.76443, 3.72064], [-2.03408, -1.22758, 1.83696], [-2.79452, -2.44091, 1.57667], [-3.75540, -2.18101, 0.49588], [-3.08477, -1.75906, -0.73759], [-2.33173, -0.55065, -0.45064], [-1.30684, -0.75682, 0.62871], [-0.41924, -1.88742, 0.18176], [-1.16806, -3.09881, -0.10323], [-1.87703, -3.49303, 1.11756], [-2.15460, -2.81504, -1.14998], [-1.30659, -1.42078, 2.62738], [-2.71604, -0.43894, 2.16087], [-4.44505, -1.39733, 0.81350], [-4.32387, -3.09043, 0.30126], [-3.02264, 0.22401, -0.12455], [-1.81180, -0.20844, -1.34366], [0.29555, -2.09376, 0.97362], [0.11884, -1.55753, -0.70467], [-1.14827, -3.69758, 1.90312], [-2.44824, -4.40095, 0.92393], [-2.71758, -3.72279, -1.36826], [-1.63236, -2.49591, -2.05272], [1.81393, 2.24193, -3.02438], [1.03262, 0.96645, -2.69018], [-0.16762, 0.86556, -3.63894], [1.94420, -0.24479, -2.93688], [0.59632, 0.98880, -1.32002], [2.16921, 2.23350, -4.05933], [2.67412, 2.33191, -2.35690], [1.17374, 3.11542, -2.87767], [0.14934, 0.89501, -4.68552], [-0.84828, 1.69856, -3.45382], [-0.70916, -0.06982, -3.46903], [2.31753, -0.26385, -3.96504], [1.39572, -1.17209, -2.74848], [2.79737, -0.20366, -2.25282], [4.90906, -4.11572, 3.22124], [4.97784, -2.60792, 3.04039], [3.66358, -2.03971, 2.70355], [3.32147, -1.19089, 1.72449], [1.97481, -0.16673, 1.98561], [3.96836, -1.12942, 0.55822], [4.87254, -2.10331, -0.06095], [6.29474, -1.58373, -0.21485], [5.84972, -4.49052, 3.62624], [4.71338, -4.62065, 2.27355], [4.11165, -4.38107, 3.91755], [5.69229, -2.34189, 2.27486], [5.31262, -2.13724, 3.96533], [3.01394, -2.00313, 3.47307], [3.60926, -0.40866, -0.05058], [4.46454, -2.33594, -1.04444], [4.84432, -3.02190, 0.51538], [6.32154, -0.72750, -0.89021], [6.93028, -2.36532, -0.63376], [6.71703, -1.27095, 0.74108], [-5.23666, 3.51034, 1.64780], [-4.89578, 3.74110, 0.25084], [-5.75567, 4.22367, -0.72229], [-5.05043, 4.30854, -1.86581], [-3.76600, 3.87926, -1.58034], [-2.65653, 3.81380, -2.52373], [-3.67571, 3.53899, -0.28308], [-2.17851, 2.96144, 0.63375], [-6.23143, 3.90685, 1.83219], [-4.51581, 4.00890, 2.28953], [-5.21883, 2.44573, 1.87210], [-6.78456, 4.46447, -0.51821], [-5.34856, 4.63331, -2.84813], [-2.91502, 4.39123, -3.40702], [-2.45767, 2.78263, -2.80593], [-1.76226, 4.22476, -2.06172]], "lowdin_charge": [0.1712, 0.5957, -0.8616, 0.5447, 0.0470, 0.0469, -0.1859, -0.0791, -0.1572, -0.0785, -0.1962, -0.1656, -0.1969, -0.0791, -0.1564, -0.1506, 0.1217, 0.1208, 0.1274, 0.1292, 0.0872, 0.1011, 0.0836, 0.1028, 0.1290, 0.1292, 0.1299, 0.1286, -0.0647, -0.7557, -0.0577, -0.0633, -0.1395, 0.0807, 0.0741, 0.0724, 0.0857, 0.0485, 0.0687, 0.0837, 0.0693, 0.0571, -0.0733, -0.2186, 0.0131, -0.7561, 0.6383, 0.0298, -0.2170, -0.0732, 0.0824, 0.0725, 0.0783, 0.0838, 0.1247, 0.1147, 0.1094, 0.1217, 0.0985, 0.0799, 0.0840, 0.0694, -0.0265, -0.1203, -0.0274, -0.0256, -0.1128, -0.0103, -0.6705, 0.6948, 0.0959, 0.0796, 0.0923, 0.1292, 0.1305, 0.1003, 0.0775, 0.0828]}



--- 2 ---
{"formula": "C21H43Cl2N9SScSe", "method": "ωB97M-V/def2-TZVPD", "total_charge": 1, "e_lumo_ev": -1.805, "homo_energy_ha": -0.368, "species": ["Sc", "Cl", "C", "Cl", "H", "H", "C", "N", "C", "N", "C", "N", "C", "N", "C", "C", "H", "H", "H", "H", "H", "H", "H", "H", "H", "H", "H", "H", "C", "C", "C", "C", "N", "H", "H", "H", "H", "H", "H", "H", "H", "H", "C", "C", "N", "C", "S", "N", "C", "C", "H", "H", "H", "H", "H", "H", "H", "H", "H", "H", "H", "H", "C", "N", "C", "C", "N", "C", "C", "Se", "H", "H", "H", "H", "H", "H", "H", "H"], "coordinates": [[-0.23984, 0.20269, 0.84792], [-1.22550, -0.20892, 3.65682], [-1.94860, -1.75759, 3.18987], [-2.33583, -1.74497, 1.45130], [-2.87080, -1.89677, 3.74019], [-1.21704, -2.53917, 3.35839], [-2.96751, 0.76818, -0.83393], [-4.04518, 1.60156, -1.33207], [-4.91084, 1.97277, -0.20952], [-4.17518, 2.70310, 0.82676], [-3.09808, 1.85963, 1.31113], [-2.16352, 1.45359, 0.22126], [-1.64209, 2.71578, -0.39621], [-2.70350, 3.56880, -0.89469], [-3.47037, 2.82442, -1.89652], [-3.59505, 3.90393, 0.21878], [-2.28633, 0.49914, -1.64181], [-3.39661, -0.14139, -0.40976], [-5.33967, 1.06823, 0.22630], [-5.72216, 2.60092, -0.57826], [-3.52210, 0.95785, 1.75736], [-2.52272, 2.39644, 2.06905], [-0.97665, 2.42435, -1.20854], [-1.07460, 3.25177, 0.36563], [-2.81266, 2.56042, -2.72675], [-4.27567, 3.45604, -2.27296], [-4.40090, 4.54068, -0.14742], [-3.03115, 4.45109, 0.97657], [2.51108, 0.16026, -2.12672], [0.97770, 0.08822, -2.15444], [0.42330, 1.22944, -3.02046], [0.57630, -1.22930, -2.83311], [0.43693, 0.13809, -0.81625], [2.93476, 0.11838, -3.13358], [2.90000, -0.68083, -1.55149], [2.86028, 1.07757, -1.64757], [0.86183, 1.21864, -4.02133], [0.62285, 2.20673, -2.57764], [-0.65922, 1.12882, -3.12929], [0.93261, -1.27649, -3.86530], [-0.51110, -1.33099, -2.83811], [1.00107, -2.07224, -2.28736], [4.63867, 4.41990, 1.63950], [3.31914, 5.16333, 1.49813], [2.16081, 4.32530, 1.82023], [1.73267, 3.19313, 1.24411], [0.73016, 2.19453, 2.23709], [2.02527, 2.82938, 0.00460], [2.55842, 3.66233, -1.07521], [1.57098, 4.72861, -1.52536], [5.46850, 5.07500, 1.37457], [4.67429, 3.54392, 0.99006], [4.78280, 4.08189, 2.66557], [3.20654, 5.60071, 0.50895], [3.27889, 5.99441, 2.20039], [1.81838, 4.41574, 2.76399], [1.61823, 1.92146, -0.26351], [2.78004, 2.98167, -1.89442], [3.51150, 4.09727, -0.78424], [0.64944, 4.27644, -1.89446], [2.00334, 5.32596, -2.32822], [1.30578, 5.39868, -0.70612], [0.20826, -3.74813, -0.38617], [1.63557, -3.50895, -0.25416], [2.61471, -3.99117, -1.09804], [3.79213, -3.50963, -0.65063], [3.51749, -2.73815, 0.46007], [4.50512, -1.99572, 1.22797], [2.19213, -2.73162, 0.69025], [1.32401, -1.88555, 2.10059], [0.05568, -4.49940, -1.15628], [-0.29146, -2.82225, -0.66854], [-0.19141, -4.10180, 0.56152], [2.38551, -4.62843, -1.93269], [4.79333, -3.64562, -1.01711], [5.46007, -2.50939, 1.15506], [4.18610, -1.95089, 2.26515], [4.59517, -0.98281, 0.83677]], "lowdin_charge": [0.2540, 0.5700, -0.9103, 0.6189, 0.0470, 0.0027, -0.1848, -0.0781, -0.1550, -0.0800, -0.1901, -0.1620, -0.1963, -0.0753, -0.1523, -0.1547, 0.1118, 0.0877, 0.1308, 0.1309, 0.1048, 0.1164, 0.0868, 0.0942, 0.1270, 0.1311, 0.1306, 0.1317, -0.0411, -0.7195, -0.0514, -0.0546, -0.1483, 0.0910, 0.0661, 0.0455, 0.0909, 0.0458, 0.0669, 0.0885, 0.0806, 0.0455, -0.0712, -0.2223, 0.0144, -0.7558, 0.6405, 0.0401, -0.2204, -0.0590, 0.0845, 0.0678, 0.0829, 0.0936, 0.1250, 0.1115, 0.0661, 0.1006, 0.0948, 0.0625, 0.0880, 0.0745, -0.0357, -0.1160, -0.0347, -0.0303, -0.1182, -0.0165, -0.6682, 0.6930, 0.1036, 0.0555, 0.0817, 0.1323, 0.1311, 0.0986, 0.0638, 0.0990]}



The calculated energies rank the structures as follows, beginning with the most stable: 2, 1.